Record 1
ORCA calculation (ωB97M-V with the def2-TZVPD basis set) on a cluster of 2 separate species, C5H13NO in total.

Values from the calculation:
2S+1   2
LUMO energy (spin up / spin down)   3.86 / 3.77 eV
HOMO-LUMO gap (spin up / spin down)   2.8 / 9.4 eV
Total charge   -1
DFT total energy   -328.2318 a.u.
⟨S²⟩   0.750
Energy relative to the best compared isomer or geometry (same formula, charge and spin)   1.117 eV

Cartesian coordinates (Å):
C -0.22973 -1.28991 -1.35110
C -0.50505 0.14058 -1.84952
C -0.37684 1.20415 -0.78746
C -1.16972 1.23186 0.27281
C -1.01906 2.20867 1.37947
N 1.10793 -1.39328 -0.78669
H -0.25568 -1.88682 -2.26870
H -1.01538 -1.58687 -0.65010
H -1.51451 0.17239 -2.27515
H 0.18913 0.32811 -2.66512
H 0.47686 1.86793 -0.78423
H -1.99431 0.52911 0.33893
H -1.96666 2.63644 1.68448
H -0.35124 3.02280 1.10669
H -0.67308 1.77933 2.32841
H 1.44704 -2.34499 -0.84151
H 1.10600 -1.19402 0.20946
H 1.77515 -2.37380 2.57050
H 2.61057 -1.12621 2.44135
O 2.35859 -1.92548 1.92749

=====

Record 2
ORCA calculation (ωB97M-V with the def2-TZVPD basis set) on a cluster of 2 separate species, C5H13NO in total in a non-equilibrium geometry.

Values from the calculation:
LUMO energy   0.88 eV
HOMO-LUMO gap   9.9 eV
SMILES   C/C=C/CCN.O
DFT total energy   -328.2495 a.u.
Energy relative to the best compared isomer or geometry (same formula, charge and spin)   1.888 eV

Cartesian coordinates (Å):
C -1.61214 0.98807 -2.94266
C -1.19177 0.10959 -1.75970
C 0.03529 0.17850 -1.27069
C 0.54871 -0.59964 -0.07063
C 1.12773 -1.92217 -0.58466
N 0.13483 -2.95669 -0.77539
H -1.91935 1.96908 -2.59249
H -2.32767 0.53661 -3.62859
H -0.72172 1.02909 -3.58069
H -1.87464 -0.73618 -1.71617
H 0.76520 0.85090 -1.71365
H 1.33062 -0.04468 0.44194
H -0.30078 -0.77800 0.58388
H 1.91026 -2.26499 0.07112
H 1.62502 -1.69081 -1.52455
H -0.46506 -2.76520 -1.56710
H 0.50668 -3.88737 -0.88699
O 0.86356 3.63973 6.15031
H 1.01121 3.13141 5.34860
H -0.08032 3.64062 6.31358

=====

Record 3
ORCA calculation (ωB97M-V with the def2-TZVPD basis set) on a cluster of 2 separate species, C5H13NO in total in a non-equilibrium geometry.

Values from the calculation:
LUMO energy   0.75 eV
HOMO-LUMO gap   9.7 eV
SMILES   C=CC[C@@H](C)N.O
DFT total energy   -328.2031 a.u.
Energy relative to the best compared isomer or geometry (same formula, charge and spin)   3.150 eV

Cartesian coordinates (Å):
C 2.90425 0.56833 0.72882
C 2.28799 -0.38663 1.42514
C 1.07008 -1.02142 0.93184
C -0.06311 0.02757 0.88682
C -0.11655 0.65567 -0.54249
N -1.49846 -0.41429 1.14899
H 3.71361 1.23215 0.92931
H 2.23805 0.77811 -0.09466
H 2.82332 -0.93476 2.18249
H 1.18483 -1.58255 0.06665
H 0.69919 -1.78317 1.60177
H 0.25752 0.76620 1.62042
H -0.99323 1.31626 -0.59406
H 0.85140 0.90421 -1.08995
H -0.54969 -0.15260 -1.22092
H -1.69673 -1.18151 0.64231
H -2.01154 -0.34884 2.08450
O -4.14299 0.49245 -3.43602
H -3.33967 1.06023 -3.17714
H -3.61826 0.00457 -4.09380

=====

Record 4
ORCA calculation (ωB97M-V with the def2-TZVPD basis set) on an isolated molecule of C5H13NO.

Values from the calculation:
LUMO energy   0.89 eV
HOMO-LUMO gap   9.3 eV
SMILES   CCNCCCO
DFT total energy   -328.2790 a.u.
Energy relative to the best compared isomer or geometry (same formula, charge and spin)   1.085 eV

Cartesian coordinates (Å):
C -2.59462 1.06425 0.57129
C -1.63614 0.40622 1.54835
N -0.26068 0.32027 1.09071
C 0.11383 -0.90803 0.42303
C 1.56700 -0.88664 -0.00263
C 1.84750 0.10519 -1.10705
O 1.01491 -0.21672 -2.23573
H -2.28392 2.07411 0.31073
H -3.59403 1.14585 0.99408
H -2.67029 0.51078 -0.37366
H -1.66349 0.92806 2.50826
H -2.01569 -0.58288 1.80378
H -0.00529 1.15349 0.57945
H -0.51011 -1.13463 -0.44902
H -0.05855 -1.72435 1.13078
H 1.87679 -1.89084 -0.29549
H 2.14661 -0.55537 0.86531
H 1.66121 1.13509 -0.78333
H 2.89012 0.03619 -1.43767
H 0.94413 0.51800 -2.84531

=====

Record 5
ORCA calculation (ωB97M-V with the def2-TZVPD basis set) on a cluster of 2 separate species, C5H13NO in total in a non-equilibrium geometry.

Values from the calculation:
LUMO energy   0.54 eV
HOMO-LUMO gap   8.6 eV
SMILES   CC/C=C/NC.O
DFT total energy   -328.2454 a.u.
Energy relative to the best compared isomer or geometry (same formula, charge and spin)   1.999 eV

Cartesian coordinates (Å):
C 2.19038 0.75280 1.26686
C 1.33135 -0.38771 1.80970
C -0.10390 -0.27602 1.47706
C -0.74552 0.48468 0.58320
N -1.96849 0.23981 -0.04335
C -2.15119 -1.08750 -0.69268
H 2.05351 1.73031 1.74739
H 3.27183 0.63226 1.37808
H 1.97265 0.96607 0.21670
H 1.46795 -0.32447 2.90077
H 1.79016 -1.36450 1.62850
H -0.76841 -1.04293 1.88202
H -0.13722 1.26773 0.11336
H -2.13424 0.91465 -0.76638
H -3.22414 -1.16917 -0.85856
H -1.84179 -1.85777 0.00587
H -1.63121 -1.11144 -1.65328
O 0.52560 0.30680 -3.74947
H -0.33028 0.33610 -4.17714
H 0.43296 0.99030 -3.06867

=====

Record 6
ORCA calculation (ωB97M-V with the def2-TZVPD basis set) on an isolated molecule of C5H13NO in a non-equilibrium geometry.

Values from the calculation:
LUMO energy   0.82 eV
HOMO-LUMO gap   8.6 eV
SMILES   C[C@@H](CO)N(C)C
DFT total energy   -328.2305 a.u.
Energy relative to the best compared isomer or geometry (same formula, charge and spin)   2.404 eV

Cartesian coordinates (Å):
C -0.67813 1.15627 -1.37220
C -0.69205 0.01234 -0.30621
C -0.53510 -1.44818 -0.77396
O -1.09737 -1.79266 -2.09235
N 0.37668 0.30309 0.62772
C 0.10417 0.61823 2.03664
C 1.80687 0.07900 0.44384
H -0.65439 2.06870 -0.70548
H 0.24448 1.13115 -1.91495
H -1.57002 1.38136 -1.95264
H -1.51475 0.10762 0.38273
H 0.47928 -1.73681 -0.77108
H -0.98316 -2.03958 0.03364
H -2.04861 -1.73343 -1.94613
H 0.79976 0.01830 2.67019
H 0.28422 1.67576 2.15151
H -0.86351 0.20506 2.34493
H 2.16450 0.42445 -0.55427
H 1.98716 -1.02390 0.47826
H 2.38997 0.59322 1.21981

=====

Record 7
ORCA calculation (ωB97M-V with the def2-TZVPD basis set) on a cluster of 2 separate species, C5H13NO in total in a non-equilibrium geometry.

Values from the calculation:
LUMO energy   0.75 eV
HOMO-LUMO gap   10.6 eV
SMILES   CC(N)=O.CCC
DFT total energy   -328.2814 a.u.
Energy relative to the best compared isomer or geometry (same formula, charge and spin)   1.018 eV

Cartesian coordinates (Å):
C -2.23862 1.77832 -0.60849
C -2.91589 0.55954 -0.01524
N -2.51377 0.33722 1.31042
O -3.80780 -0.03606 -0.56516
H -2.14896 1.91378 -1.66916
H -1.21460 1.80571 -0.24235
H -2.80943 2.62156 -0.17451
H -2.92443 -0.15324 2.08127
H -1.82551 1.06179 1.43184
C 1.75106 -1.84326 -1.05318
C 1.88685 -1.19982 0.35353
C 2.38545 0.30582 0.30115
H 2.59595 -1.41811 -1.57247
H 0.82493 -1.50893 -1.51641
H 1.68971 -2.90991 -1.00543
H 1.05814 -1.23032 1.04623
H 2.62540 -1.73214 1.00449
H 2.86405 0.46576 1.25794
H 3.16754 0.22049 -0.43760
H 1.54993 0.96182 0.07311

=====

Record 8
ORCA calculation (ωB97M-V with the def2-TZVPD basis set) on a cluster of 2 separate species, C5H13NO in total in a non-equilibrium geometry.

Values from the calculation:
LUMO energy   -3.12 eV
HOMO-LUMO gap   4.1 eV
DFT total energy   -328.0248 a.u.
Energy relative to the best compared isomer or geometry (same formula, charge and spin)   8.001 eV

Cartesian coordinates (Å):
C 1.18843 1.87541 -1.56595
C 1.10234 0.52083 -0.88452
C -0.23606 0.17052 -0.31363
C -1.19941 -0.66482 -1.48582
C 0.93751 -1.01060 1.57863
N -0.38782 -0.75625 0.84197
H 2.22187 2.14970 -1.89246
H 0.92672 2.67522 -0.81455
H 0.40662 2.02888 -2.47040
H -0.90092 1.03768 0.00914
H 1.56677 -0.27169 -1.39020
H -0.67763 -1.60076 -1.57866
H -1.14218 -0.06763 -2.41519
H 0.63417 -1.72698 2.32625
H 1.68907 -1.43771 0.86691
H 1.27601 -0.08525 2.01828
H -1.10860 -0.76239 1.61167
H -2.26843 -0.72902 -1.09896
H -2.43335 -0.63165 3.52042
O -1.59512 -0.71349 3.13706